# C29H64N7O4

A 3-piece molecular cluster, C29H64N7O4 overall in a non-equilibrium geometry (ωB97M-V/def2-TZVPD, OMol25).

## Properties
Maximum force, eV Å⁻¹: 2.3
HOMO level, eV: -11.17
Orbital gap, eV: 8.535
Total energy, hartree: -1827.36264
Net charge: +1
E_LUMO, hartree: -0.097

Each atom is followed by the atoms it is bonded to, with distances in Å.
CARTESIAN COORDINATES (ANGSTROEM)
1 C -4.339 0.463 -3.766  C2 1.558, H33 1.083, H34 1.086, H35 1.084
2 C -3.294 -0.480 -4.435  C1 1.558, C3 1.539, H36 1.089, H37 1.088
3 C -2.661 0.113 -5.706  C2 1.539, C4 1.527, H38 1.090, H39 1.087
4 C -1.181 0.448 -5.535  C3 1.527, C5 1.536, H40 1.087, H41 1.090
5 C -0.910 1.457 -4.409  C4 1.536, C6 1.539, H42 1.086, H43 1.089
6 C 0.358 1.055 -3.634  C5 1.539, C7 1.530, H44 1.090, H45 1.091
7 C 0.932 2.225 -2.834  C6 1.530, C8 1.549, H46 1.089, H47 1.086
8 C 2.227 1.779 -2.110  C7 1.549, C9 1.543, H48 1.089, H49 1.087
9 C 2.146 2.155 -0.615  C8 1.543, C10 1.525, H50 1.092, H51 1.090
10 C 3.420 1.703 0.090  C9 1.525, C11 1.540, H52 1.089, H53 1.091
11 C 3.500 2.003 1.599  C10 1.540, C12 1.543, H54 1.085, H55 1.090
12 C 2.158 1.900 2.353  C11 1.543, C13 1.536, H56 1.086, H57 1.088
13 C 1.635 3.239 2.893  C12 1.536, C14 1.532, H58 1.089, H59 1.089
14 C 0.227 3.625 2.429  C13 1.532, C15 1.547, H60 1.092, H61 1.085
15 C -0.867 2.535 2.514  C14 1.547, C16 1.545, H62 1.087, H63 1.088
16 C -0.798 1.545 3.698  C15 1.545, C17 1.551, H64 1.089, H65 1.086
17 C -0.744 0.082 3.184  C16 1.551, C18 1.545, H66 1.089, H67 1.091
18 C 0.404 -0.783 3.751  C17 1.545, C19 1.529, H68 1.086, H69 1.089
19 C 0.033 -2.254 3.940  C18 1.529, C20 1.516, H70 1.089, H71 1.089
20 C -0.701 -2.851 2.755  C19 1.516, N21 1.472, H72 1.081, H73 1.084
21 N 0.181 -3.128 1.610  C20 1.472, C22 1.285, H74 1.017
22 C 0.697 -4.280 1.370  N21 1.285, N23 1.414, N26 1.317
23 N 0.533 -5.424 2.184  C22 1.414, C24 1.482, H75 1.028
24 C 0.811 -6.550 1.262  N23 1.482, C25 1.532, H76 1.089, H77 1.079
25 C 1.941 -5.979 0.398  C24 1.532, N26 1.466, H78 1.090, H79 1.077
26 N 1.494 -4.583 0.365  C22 1.317, C25 1.466, O27 1.383
27 O 1.368 -3.885 -0.822  N26 1.383, C28 1.441
28 C 0.454 -4.494 -1.754  O27 1.441, C29 1.499, H80 1.088, H81 1.088
29 C 1.177 -5.005 -2.963  C28 1.499, O30 1.410, H82 1.093, H83 1.093
30 O 1.799 -3.909 -3.598  C29 1.410, C31 1.417
31 C 3.030 -4.247 -4.212  O30 1.417, C32 1.537, H84 1.091, H85 1.085
32 C 4.192 -4.018 -3.232  C31 1.537, H86 1.089, H87 1.083, H88 1.086
33 H -4.428 1.375 -4.343  C1 1.083
34 H -5.312 -0.019 -3.787  C1 1.086
35 H -4.041 0.691 -2.748  C1 1.084
36 H -2.545 -0.787 -3.706  C2 1.089
37 H -3.835 -1.375 -4.734  C2 1.088
38 H -2.742 -0.628 -6.501  C3 1.090
39 H -3.210 0.983 -6.057  C3 1.087
40 H -0.751 0.823 -6.460  C4 1.087
41 H -0.676 -0.486 -5.292  C4 1.090
42 H -0.781 2.469 -4.785  C5 1.086
43 H -1.720 1.466 -3.682  C5 1.089
44 H 1.122 0.703 -4.327  C6 1.090
45 H 0.102 0.259 -2.933  C6 1.091
46 H 0.198 2.535 -2.092  C7 1.089
47 H 1.161 3.072 -3.475  C7 1.086
48 H 2.306 0.694 -2.150  C8 1.089
49 H 3.124 2.256 -2.496  C8 1.087
50 H 1.259 1.639 -0.246  C9 1.092
51 H 1.968 3.223 -0.484  C9 1.090
52 H 3.611 0.650 -0.112  C10 1.089
53 H 4.240 2.234 -0.394  C10 1.091
54 H 3.967 2.960 1.806  C11 1.085
55 H 4.179 1.266 2.028  C11 1.090
56 H 1.398 1.377 1.780  C12 1.086
57 H 2.356 1.275 3.221  C12 1.088
58 H 1.664 3.274 3.981  C13 1.089
59 H 2.307 4.030 2.566  C13 1.089
60 H 0.315 3.884 1.372  C14 1.092
61 H -0.076 4.548 2.912  C14 1.085
62 H -0.915 2.037 1.549  C15 1.087
63 H -1.808 3.072 2.611  C15 1.088
64 H -1.747 1.630 4.225  C16 1.089
65 H -0.024 1.771 4.426  C16 1.086
66 H -0.663 0.051 2.099  C17 1.089
67 H -1.701 -0.393 3.407  C17 1.091
68 H 0.763 -0.330 4.670  C18 1.086
69 H 1.224 -0.741 3.034  C18 1.089
70 H -0.654 -2.311 4.783  C19 1.089
71 H 0.919 -2.835 4.194  C19 1.089
72 H -1.544 -2.258 2.429  C20 1.081
73 H -1.125 -3.796 3.072  C20 1.084
74 H 0.404 -2.384 0.954  N21 1.017
75 H 1.336 -5.346 2.822  N23 1.028
76 H -0.076 -6.576 0.630  C24 1.089
77 H 0.968 -7.505 1.739  C24 1.079
78 H 2.812 -5.992 1.054  C25 1.090
79 H 2.090 -6.485 -0.541  C25 1.077
80 H -0.194 -3.693 -2.105  C28 1.088
81 H -0.197 -5.241 -1.301  C28 1.088
82 H 1.938 -5.749 -2.714  C29 1.093
83 H 0.479 -5.468 -3.666  C29 1.093
84 H 3.045 -5.273 -4.583  C31 1.091
85 H 3.213 -3.620 -5.078  C31 1.085
86 H 3.839 -4.203 -2.218  C32 1.089
87 H 4.487 -2.977 -3.286  C32 1.083
88 H 5.047 -4.656 -3.432  C32 1.086
89 C -4.554 2.189 5.110  O90 1.219, N91 1.366, N92 1.366
90 O -3.774 2.903 4.504  C89 1.219
91 N -4.396 1.893 6.435  C89 1.366, H93 1.002, H94 1.004
92 N -5.648 1.628 4.515  C89 1.366, H95 1.003, H96 1.002
93 H -5.026 1.311 6.954  N91 1.002
94 H -3.604 2.293 6.902  N91 1.004
95 H -5.793 1.830 3.542  N92 1.003
96 H -6.303 1.041 4.994  N92 1.002
97 C -0.501 6.868 -0.001  O98 1.217, N99 1.367, N100 1.367
98 O 0.433 6.750 -0.773  C97 1.217
99 N -1.786 7.062 -0.427  C97 1.367, H101 1.002, H102 1.003
100 N -0.340 6.812 1.355  C97 1.367, H103 1.003, H104 1.002
101 H -2.568 7.161 0.192  N99 1.002
102 H -1.938 7.108 -1.417  N99 1.003
103 H 0.592 6.669 1.697  N100 1.003
104 H -1.093 6.902 2.010  N100 1.002

---

# C29H66N7O10PS2

A 8-piece molecular cluster, C29H66N7O10PS2 overall (ωB97M-V/def2-TZVPD, OMol25).

## Properties
Maximum force, eV Å⁻¹: 1.0
HOMO level, eV: -7.95
Orbital gap, eV: 8.293
Total energy, hartree: -3418.09918
SMILES: O=C(CCCS)O[C@@H](CCCO)[PH2]=S.CNC(C)=O.CNC(C)=O.CNC(C)=O.CNC(C)=O.CNC(C)=O.CNC(C)=O.CNC(C)=O
E_LUMO, hartree: 0.013

Each atom is followed by the atoms it is bonded to, with distances in Å.
CARTESIAN COORDINATES (ANGSTROEM)
1 O -3.300 0.318 1.265  C2 1.219
2 C -3.123 -0.641 0.535  O1 1.219, C3 1.492, O7 1.347
3 C -2.196 -1.760 0.873  C2 1.492, C4 1.544, H15 1.088, H16 1.077
4 C -2.924 -3.120 0.819  C3 1.544, C5 1.535, H17 1.085, H18 1.091
5 C -2.882 -3.812 -0.551  C4 1.535, S6 1.827, H19 1.084, H20 1.084
6 S -4.581 -3.975 -1.205  C5 1.827, H21 1.338
7 O -3.760 -0.771 -0.645  C2 1.347, C8 1.428
8 C -4.943 0.020 -0.767  O7 1.428, C9 1.533, P13 1.863, H22 1.085
9 C -6.009 -0.205 0.312  C8 1.533, C10 1.544, H23 1.088, H24 1.084
10 C -7.262 -0.925 -0.231  C9 1.544, C11 1.514, H25 1.087, H26 1.089
11 C -7.873 -1.879 0.772  C10 1.514, O12 1.422, H27 1.092, H28 1.093
12 O -6.872 -2.741 1.298  C11 1.422, H29 0.955
13 P -4.448 1.799 -1.010  C8 1.863, S14 1.944, H30 1.394, H31 1.403
14 S -4.766 2.471 -2.806  P13 1.944
15 H -1.352 -1.744 0.186  C3 1.088
16 H -1.872 -1.609 1.890  C3 1.077
17 H -2.457 -3.748 1.571  C4 1.085
18 H -3.961 -2.968 1.119  C4 1.091
19 H -2.459 -4.805 -0.453  C5 1.084
20 H -2.302 -3.234 -1.260  C5 1.084
21 H -4.297 -4.224 -2.489  S6 1.338
22 H -5.394 -0.254 -1.715  C8 1.085
23 H -6.334 0.767 0.677  C9 1.088
24 H -5.645 -0.769 1.162  C9 1.084
25 H -7.053 -1.454 -1.157  C10 1.087
26 H -8.031 -0.182 -0.436  C10 1.089
27 H -8.630 -2.475 0.258  C11 1.092
28 H -8.382 -1.334 1.571  C11 1.093
29 H -7.279 -3.317 1.942  O12 0.955
30 H -3.095 1.800 -0.676  P13 1.394
31 H -5.099 2.514 0.007  P13 1.403
32 C -6.040 -0.739 4.428  N33 1.448, H37 1.091, H38 1.091, H39 1.085
33 N -4.654 -0.848 4.024  C32 1.448, C34 1.356, H40 1.012
34 C -3.742 -1.783 4.392  N33 1.356, C35 1.510, O36 1.220
35 C -4.188 -2.873 5.338  C34 1.510, H41 1.085, H42 1.090, H43 1.091
36 O -2.606 -1.722 3.952  C34 1.220
37 H -6.689 -0.796 3.553  C32 1.091
38 H -6.213 0.217 4.926  C32 1.091
39 H -6.308 -1.538 5.112  C32 1.085
40 H -4.283 -0.160 3.382  N33 1.012
41 H -3.347 -3.533 5.526  C35 1.085
42 H -4.523 -2.449 6.285  C35 1.090
43 H -5.000 -3.454 4.899  C35 1.091
44 C 0.026 5.123 2.105  N45 1.453, H49 1.092, H50 1.090, H51 1.083
45 N -0.720 4.827 0.894  C44 1.453, C46 1.357, H52 1.007
46 C -1.988 4.357 0.783  N45 1.357, C47 1.511, O48 1.223
47 C -2.742 4.098 2.067  C46 1.511, H53 1.086, H54 1.092, H55 1.090
48 O -2.480 4.145 -0.317  C46 1.223
49 H 0.315 6.176 2.118  C44 1.092
50 H 0.926 4.511 2.150  C44 1.090
51 H -0.571 4.914 2.985  C44 1.083
52 H -0.269 4.977 0.006  N45 1.007
53 H -3.730 3.723 1.818  C47 1.086
54 H -2.224 3.354 2.674  C47 1.092
55 H -2.850 5.018 2.643  C47 1.090
56 C 1.644 2.189 -0.286  N57 1.459, H61 1.084, H62 1.091, H63 1.083
57 N 1.529 2.669 1.086  C56 1.459, C58 1.358, H64 1.007
58 C 0.587 2.338 2.007  N57 1.358, C59 1.509, O60 1.226
59 C -0.463 1.343 1.579  C58 1.509, H65 1.084, H66 1.091, H67 1.092
60 O 0.607 2.835 3.127  C58 1.226
61 H 2.597 1.696 -0.439  C56 1.084
62 H 1.580 3.036 -0.972  C56 1.091
63 H 0.850 1.491 -0.521  C56 1.083
64 H 2.211 3.330 1.423  N57 1.007
65 H -1.150 1.168 2.399  C59 1.084
66 H -1.027 1.725 0.727  C59 1.091
67 H 0.003 0.393 1.308  C59 1.092
68 C 6.664 0.458 -2.791  N69 1.455, H73 1.092, H74 1.089, H75 1.083
69 N 5.310 0.870 -2.455  C68 1.455, C70 1.353, H76 1.007
70 C 4.145 0.409 -2.967  N69 1.353, C71 1.510, O72 1.227
71 C 4.226 -0.668 -4.023  C70 1.510, H77 1.086, H78 1.091, H79 1.090
72 O 3.070 0.857 -2.582  C70 1.227
73 H 7.165 0.072 -1.901  C68 1.092
74 H 7.231 1.309 -3.167  C68 1.089
75 H 6.661 -0.312 -3.552  C68 1.083
76 H 5.190 1.588 -1.759  N69 1.007
77 H 3.219 -0.928 -4.333  C71 1.086
78 H 4.781 -0.316 -4.893  C71 1.091
79 H 4.714 -1.558 -3.627  C71 1.090
80 C 0.888 1.761 -4.445  N81 1.455, H85 1.092, H86 1.088, H87 1.085
81 N 1.477 1.321 -5.702  C80 1.455, C82 1.357, H88 1.007
82 C 0.859 0.824 -6.803  N81 1.357, C83 1.511, O84 1.222
83 C -0.646 0.701 -6.754  C82 1.511, H89 1.085, H90 1.090, H91 1.090
84 O 1.505 0.491 -7.785  C82 1.222
85 H 1.139 2.810 -4.277  C80 1.092
86 H 1.304 1.164 -3.637  C80 1.088
87 H -0.192 1.657 -4.462  C80 1.085
88 H 2.477 1.379 -5.799  N81 1.007
89 H -0.989 0.291 -7.698  C83 1.085
90 H -0.954 0.035 -5.947  C83 1.090
91 H -1.109 1.676 -6.604  C83 1.090
92 C 11.864 -1.295 -1.706  N93 1.451, H97 1.091, H98 1.091, H99 1.084
93 N 11.063 -0.613 -2.705  C92 1.451, C94 1.359, H100 1.007
94 C 9.992 -1.088 -3.394  N93 1.359, C95 1.511, O96 1.220
95 C 9.554 -2.505 -3.103  C94 1.511, H101 1.085, H102 1.090, H103 1.091
96 O 9.417 -0.388 -4.211  C94 1.220
97 H 11.826 -0.754 -0.759  C92 1.091
98 H 12.904 -1.350 -2.031  C92 1.091
99 H 11.499 -2.303 -1.543  C92 1.084
100 H 11.306 0.335 -2.946  N93 1.007
101 H 8.696 -2.735 -3.727  C95 1.085
102 H 10.352 -3.211 -3.331  C95 1.090
103 H 9.268 -2.616 -2.056  C95 1.091
104 C 2.553 -0.181 4.600  N105 1.451, H109 1.092, H110 1.092, H111 1.084
105 N 1.943 -0.855 3.469  C104 1.451, C106 1.360, H112 1.007
106 C 0.956 -1.791 3.476  N105 1.360, C107 1.510, O108 1.221
107 C 0.415 -2.215 4.820  C106 1.510, H113 1.084, H114 1.092, H115 1.090
108 O 0.537 -2.246 2.424  C106 1.221
109 H 2.396 0.896 4.519  C104 1.092
110 H 3.626 -0.379 4.623  C104 1.092
111 H 2.117 -0.525 5.531  C104 1.084
112 H 2.261 -0.614 2.545  N105 1.007
113 H -0.375 -2.942 4.667  C107 1.084
114 H 1.205 -2.668 5.421  C107 1.092
115 H -0.004 -1.357 5.345  C107 1.090